159
Properties=species:S:1:pos:R:3 method="wB97M-V/def2-TZVPD" charge=0 total_energy_ev=-83845.97811 max_force_ev_per_a=12.71
C 0.7723 -5.3227 1.4104
C -0.0863 -4.7007 0.3344
C -1.1194 -3.6950 0.7663
O -0.8781 -2.6632 -0.1373
C 0.2049 -2.8721 -0.8501
O 0.5308 -2.1220 -1.7430
O 0.7845 -4.0255 -0.5608
H 1.1851 -4.4210 1.8626
H 1.5444 -6.0265 1.0996
H 0.2146 -5.8819 2.1617
H -0.7677 -5.3365 -0.2309
H -1.0739 -3.5910 1.8504
H -2.1225 -4.1206 0.7388
C -4.1410 -3.8070 0.2693
C -3.8775 -3.2570 1.6941
C -2.9838 -2.0219 1.9387
O -3.8310 -1.1609 2.6688
C -5.0963 -1.7228 2.7193
O -6.1207 -1.0620 3.0370
O -5.0416 -2.9538 2.2878
H -4.5210 -3.2425 -0.5822
H -4.8413 -4.6332 0.3921
H -3.3013 -4.3282 -0.1905
H -3.3558 -3.9020 2.4010
H -2.6621 -1.5649 1.0028
H -2.2282 -2.2559 2.6887
C 1.0056 -0.0327 -0.5343
C -0.3425 0.5374 -0.0516
C -1.7615 -0.0741 -0.4165
O -1.9143 -0.9546 0.6682
C -1.2030 -0.5945 1.7722
O -1.2540 -1.1935 2.8118
O -0.3767 0.3606 1.3743
H 1.7167 0.7311 -0.2195
H 1.1400 -0.1285 -1.6118
H 1.2085 -1.0050 -0.0852
H -0.3607 1.5849 -0.3524
H -1.7127 -0.5038 -1.4171
H -2.4457 0.7723 -0.4757
C -7.2550 2.0429 -2.3306
C -6.2642 0.9442 -2.8629
C -4.8570 1.4712 -3.1122
C -4.0547 1.9842 -1.7483
C -4.1535 0.8710 -0.6944
C -5.4910 0.2261 -0.4267
N -6.2118 -0.0018 -1.7320
O -7.3657 -0.7681 -1.5046
C -5.1495 -1.0888 0.2452
C -6.4543 1.0956 0.5769
C -6.7761 0.1033 -4.0689
H -7.6075 2.5456 -3.2312
H -6.7960 2.7404 -1.6299
H -8.1872 1.6832 -1.8949
H -4.1503 0.7317 -3.4888
H -4.7496 2.2837 -3.8308
H -4.5883 2.8249 -1.3049
H -3.0244 2.2935 -1.9244
H -3.8588 1.1870 0.3063
H -3.4276 0.1293 -1.0274
H -5.8970 -1.7578 0.6716
H -4.6676 -1.6705 -0.5405
H -4.3855 -0.9084 1.0014
H -7.4359 0.6250 0.5203
H -6.2109 0.8694 1.6150
H -6.5331 2.1673 0.3942
H -7.8571 -0.0193 -4.1363
H -6.3230 -0.8880 -4.0767
H -6.5891 0.5310 -5.0539
H -7.1201 -1.6574 -1.7701
C 0.3801 0.1706 3.9111
C 1.9002 -0.1588 3.6308
C 2.5946 1.1802 3.9780
C 4.0975 1.1421 4.0776
C 4.4716 0.1344 5.2491
C 3.9128 -1.2763 4.9487
N 2.4280 -1.2208 4.4828
O 1.8546 -2.4232 4.3016
C 4.7792 -1.9288 3.8964
C 3.9800 -2.1592 6.2445
C 2.0680 -0.5598 2.1269
H -0.1167 0.9429 3.3239
H 0.4603 0.6846 4.8690
H -0.2801 -0.6963 3.9420
H 2.3893 2.0439 3.3456
H 2.1399 1.4559 4.9295
H 4.3256 2.1503 4.4232
H 4.5427 0.9507 3.1013
H 3.9608 0.5556 6.1149
H 5.5370 0.0738 5.4712
H 4.4080 -2.9384 3.7203
H 4.7542 -1.4861 2.9006
H 5.8330 -2.0377 4.1525
H 3.4974 -1.6989 7.1066
H 3.5400 -3.1521 6.1509
H 5.0438 -2.2247 6.4730
H 1.2970 -0.1306 1.4870
H 1.8812 -1.6178 1.9427
H 3.0743 -0.4576 1.7205
H 1.2343 -2.4860 5.0316
C 3.6553 0.3522 -3.9755
C 3.8136 -0.2981 -2.5890
C 4.8372 -1.4026 -2.7374
C 5.5196 -1.9771 -1.4897
C 6.0487 -0.8706 -0.5526
C 5.1393 0.4631 -0.4062
N 4.4398 0.7242 -1.7038
O 3.6352 1.8374 -1.5389
C 4.1377 0.4418 0.8226
C 6.1376 1.6317 -0.2799
C 2.4663 -0.9538 -2.2483
H 2.8924 1.1235 -4.0816
H 4.5329 0.9248 -4.2758
H 3.3856 -0.3127 -4.7961
H 4.4094 -2.2151 -3.3247
H 5.7183 -1.0573 -3.2783
H 4.7776 -2.5736 -0.9590
H 6.3470 -2.6253 -1.7787
H 7.0988 -0.6829 -0.7764
H 6.1709 -1.1590 0.4914
H 3.8340 1.4253 1.1811
H 4.5654 -0.0554 1.6931
H 3.3893 -0.3258 0.6258
H 5.6723 2.6157 -0.2217
H 6.7047 1.5811 -1.2094
H 6.7987 1.5510 0.5830
H 2.2554 -1.5423 -3.1413
H 2.4283 -1.6977 -1.4525
H 1.6932 -0.1857 -2.2276
H 4.3280 2.4695 -1.7439
C 0.1203 3.4213 0.5891
C 0.2842 3.6741 -0.9495
C 1.7656 3.4219 -1.2884
C 2.0457 3.1745 -2.7314
C 1.2523 2.0402 -3.2803
C -0.2536 2.1986 -3.0074
N -0.5473 2.6416 -1.6091
O -1.8472 2.5233 -1.2169
C -0.7508 3.2028 -4.0663
C -0.8662 0.8673 -3.2940
C -0.1091 5.1297 -1.2167
H -0.8640 3.6256 1.0105
H 0.7696 4.0727 1.1741
H 0.5101 2.4117 0.7187
H 2.3836 4.2732 -1.0030
H 2.1737 2.5711 -0.7428
H 3.0912 2.8824 -2.8308
H 2.1976 4.0836 -3.3132
H 1.6174 1.1364 -2.7925
H 1.5488 1.8754 -4.3162
H -0.2179 4.1336 -4.2609
H -0.8828 2.6264 -4.9819
H -1.7887 3.5159 -3.9534
H -0.5856 0.4022 -4.2391
H -0.6426 0.1870 -2.4722
H -1.9470 0.9238 -3.4232
H 0.4405 5.7214 -0.4846
H -1.1624 5.4101 -1.2114
H 0.4141 5.3317 -2.1513
H -2.4154 3.0831 -1.7511